{
  "formula": "C26H22Cl5MnN6O3Se",
  "method": "the ωB97M-V functional and the def2-TZVPD basis",
  "e_homo_ev": [-10.41, -9.97],
  "charge": 1,
  "de_lowest_ev": 0.152,
  "lumo_ha": [-0.113, -0.113],
  "spin_multiplicity": 2,
  "energy_ev": -201676.2889,
  "s_squared": 0.83,
  "species": ["Mn", "C", "N", "C", "C", "O", "C", "O", "C", "C", "O", "N", "C", "C", "H", "H", "H", "H", "H", "H", "H", "H", "H", "H", "H", "H", "H", "H", "H", "H", "Cl", "C", "C", "C", "Cl", "C", "Cl", "C", "Cl", "C", "Cl", "Se", "N", "C", "C", "C", "C", "C", "N", "C", "C", "N", "C", "C", "C", "C", "C", "N", "H", "H", "H", "H", "H", "H"],
  "positions_angstrom": [[0.150, 0.282, -0.031], [-4.387, -0.648, -0.996], [-3.351, -1.659, -0.813], [-3.689, -3.010, -1.238], [-2.127, -1.303, -0.438], [-1.820, -0.128, -0.187], [-1.078, -2.394, -0.314], [0.149, -1.830, 0.134], [0.650, -2.301, 1.372], [0.255, -1.311, 2.474], [-0.313, -0.273, 2.129], [0.569, -1.585, 3.743], [0.263, -0.623, 4.793], [1.265, -2.783, 4.180], [-5.292, -0.968, -0.481], [-4.603, -0.523, -2.058], [-4.045, 0.294, -0.583], [-4.762, -3.145, -1.129], [-3.201, -3.760, -0.619], [-3.424, -3.172, -2.285], [-0.903, -2.882, -1.275], [-1.435, -3.141, 0.399], [1.735, -2.355, 1.267], [0.285, -3.311, 1.573], [-0.298, 0.202, 4.370], [1.189, -0.248, 5.234], [-0.325, -1.106, 5.573], [1.494, -3.443, 3.350], [0.651, -3.330, 4.898], [2.202, -2.509, 4.667], [2.976, -0.815, -0.995], [1.967, -0.313, -2.339], [0.659, 0.105, -2.072], [-0.082, 0.274, -3.248], [-1.817, 0.537, -3.188], [0.443, 0.199, -4.541], [-0.530, 0.495, -5.930], [1.784, -0.121, -4.720], [2.471, -0.188, -6.292], [2.554, -0.416, -3.599], [4.194, -0.893, -3.801], [2.726, 7.190, 2.240], [1.355, 6.639, 1.245], [1.421, 5.337, 1.179], [0.455, 4.515, 0.464], [-0.653, 5.046, -0.194], [-1.535, 4.174, -0.795], [-1.288, 2.807, -0.740], [-0.217, 2.285, -0.147], [0.637, 3.132, 0.457], [1.761, 2.509, 1.145], [1.842, 1.170, 1.050], [2.815, 0.569, 1.728], [3.748, 1.245, 2.501], [3.689, 2.623, 2.568], [2.672, 3.275, 1.880], [2.513, 4.723, 1.888], [3.317, 5.532, 2.522], [-0.806, 6.116, -0.206], [-2.415, 4.532, -1.309], [-1.967, 2.100, -1.189], [2.875, -0.506, 1.635], [4.518, 0.691, 3.018], [4.403, 3.200, 3.139]],
  "forces_ev_per_angstrom": [[-0.169, 0.024, 0.435], [0.006, 0.025, -0.025], [0.006, 0.047, 0.100], [-0.002, -0.041, -0.019], [-0.141, 0.048, -0.148], [-0.002, -0.180, -0.201], [-0.054, 0.003, 0.112], [0.111, -0.095, 0.066], [-0.036, -0.079, 0.059], [0.124, -0.086, -0.019], [0.066, 0.306, -0.198], [-0.043, 0.010, -0.089], [-0.021, 0.015, 0.004], [0.012, -0.053, -0.007], [0.010, 0.008, 0.001], [0.003, 0.005, 0.000], [-0.006, 0.014, -0.009], [0.009, -0.007, -0.001], [0.018, -0.017, -0.014], [0.002, -0.008, 0.003], [-0.015, 0.062, -0.020], [0.075, -0.033, -0.057], [-0.007, 0.014, 0.026], [-0.010, 0.035, 0.020], [-0.005, 0.008, 0.011], [0.005, -0.003, 0.000], [-0.002, 0.002, -0.008], [0.004, 0.001, -0.007], [0.006, -0.006, -0.001], [0.000, -0.001, 0.001], [0.061, -0.057, -0.049], [0.026, 0.005, -0.024], [0.119, -0.085, -0.111], [-0.002, 0.061, 0.022], [-0.047, 0.058, 0.177], [0.061, -0.013, 0.003], [-0.012, -0.008, 0.006], [0.015, 0.006, 0.021], [-0.003, -0.007, 0.008], [-0.075, 0.030, -0.019], [0.001, -0.007, 0.027], [-0.079, -0.195, -0.050], [0.020, 0.060, -0.005], [0.038, 0.108, 0.042], [-0.056, -0.110, -0.076], [-0.028, -0.105, -0.004], [0.043, 0.027, 0.024], [0.020, -0.018, -0.012], [-0.071, 0.156, 0.113], [-0.041, 0.030, -0.052], [0.094, -0.062, 0.049], [-0.013, 0.081, -0.094], [-0.034, 0.011, 0.013], [0.004, 0.075, -0.007], [-0.029, -0.092, -0.002], [-0.026, -0.146, -0.075], [0.010, 0.097, 0.051], [0.050, 0.059, 0.003], [0.001, 0.020, -0.001], [-0.011, 0.007, -0.004], [0.004, -0.019, -0.014], [-0.004, 0.015, 0.009], [0.005, -0.011, 0.009], [0.014, 0.010, 0.005]]
}


{
  "formula": "C40H108F12N8O12P",
  "method": "the ωB97M-V functional and the def2-TZVPD basis",
  "e_homo_ev": -16.65,
  "charge": 5,
  "de_lowest_ev": 0.000,
  "lumo_ha": -0.284,
  "energy_ev": -121579.1210,
  "species": ["C", "C", "C", "O", "C", "N", "H", "H", "H", "H", "H", "H", "H", "H", "H", "H", "H", "H", "C", "C", "C", "O", "C", "N", "H", "H", "H", "H", "H", "H", "H", "H", "H", "H", "H", "H", "C", "C", "C", "O", "C", "N", "H", "H", "H", "H", "H", "H", "H", "H", "H", "H", "H", "H", "C", "C", "C", "O", "C", "N", "H", "H", "H", "H", "H", "H", "H", "H", "H", "H", "H", "H", "C", "C", "C", "O", "C", "N", "H", "H", "H", "H", "H", "H", "H", "H", "H", "H", "H", "H", "C", "C", "C", "O", "C", "N", "H", "H", "H", "H", "H", "H", "H", "H", "H", "H", "H", "H", "C", "C", "C", "O", "C", "N", "H", "H", "H", "H", "H", "H", "H", "H", "H", "H", "H", "H", "C", "C", "C", "O", "C", "N", "H", "H", "H", "H", "H", "H", "H", "H", "H", "H", "H", "H", "P", "F", "F", "F", "F", "F", "F", "C", "O", "O", "C", "F", "F", "F", "C", "C", "H", "H", "H", "H", "H", "H", "C", "O", "O", "C", "F", "F", "F", "C", "C", "H", "H", "H", "H", "H", "H"],
  "positions_angstrom": [[-0.820, -9.979, 3.621], [-1.615, -8.770, 3.211], [-0.712, -7.551, 2.951], [-1.606, -6.522, 2.508], [-0.983, -5.261, 2.261], [-2.309, -8.968, 1.826], [-3.078, -9.642, 1.835], [-2.534, -8.034, 1.483], [-1.642, -9.482, 1.183], [-1.461, -10.845, 3.667], [-0.430, -9.798, 4.603], [-0.062, -10.170, 2.882], [-2.413, -8.537, 3.939], [-0.033, -7.850, 2.118], [-0.089, -7.301, 3.799], [-0.207, -5.422, 1.497], [-0.535, -4.877, 3.184], [-1.732, -4.573, 1.887], [-9.372, -1.728, -4.949], [-10.035, -1.528, -3.577], [-9.003, -1.323, -2.470], [-8.347, -0.102, -2.639], [-7.208, 0.051, -1.739], [-10.925, -0.292, -3.678], [-11.318, -0.300, -4.612], [-11.703, -0.385, -2.972], [-10.326, 0.531, -3.536], [-8.847, -0.813, -5.281], [-10.128, -2.084, -5.648], [-8.564, -2.440, -4.858], [-10.689, -2.364, -3.376], [-8.286, -2.124, -2.634], [-9.435, -1.452, -1.467], [-6.923, 1.048, -1.968], [-6.402, -0.640, -2.078], [-7.339, -0.109, -0.663], [4.384, 3.219, -1.325], [4.572, 1.811, -1.745], [5.706, 1.030, -1.148], [5.430, 0.753, 0.167], [6.520, 0.109, 0.882], [3.245, 1.038, -1.397], [2.869, 0.576, -2.234], [3.487, 0.337, -0.727], [2.477, 1.582, -0.971], [5.387, 3.671, -1.427], [4.054, 3.323, -0.307], [3.674, 3.765, -1.923], [4.668, 1.782, -2.815], [6.631, 1.629, -1.138], [5.927, 0.132, -1.738], [7.413, 0.775, 0.730], [6.751, -0.852, 0.385], [6.248, 0.005, 1.888], [-5.220, -3.283, 5.935], [-4.085, -2.192, 5.928], [-4.217, -1.373, 4.655], [-3.238, -0.425, 4.814], [-2.947, 0.532, 3.733], [-4.338, -1.159, 7.140], [-5.263, -0.736, 7.188], [-4.278, -1.559, 8.097], [-3.640, -0.397, 7.075], [-6.137, -2.726, 5.885], [-5.212, -3.984, 6.761], [-5.208, -3.907, 5.021], [-3.140, -2.615, 6.089], [-5.243, -1.001, 4.589], [-4.143, -2.009, 3.759], [-3.801, 1.202, 3.556], [-2.691, -0.087, 2.866], [-2.109, 1.172, 4.037], [0.323, 6.256, 3.440], [0.210, 5.989, 1.936], [1.431, 6.318, 1.166], [1.168, 6.506, -0.171], [0.452, 7.722, -0.332], [-0.311, 4.601, 1.847], [-2.613, 3.318, 1.708], [-0.039, 4.328, 0.895], [0.211, 3.919, 2.444], [0.837, 5.442, 3.962], [-0.633, 6.562, 3.864], [1.031, 7.057, 3.592], [-0.575, 6.590, 1.552], [2.194, 5.554, 1.184], [1.949, 7.215, 1.498], [0.933, 8.626, 0.015], [-0.526, 7.641, 0.112], [0.241, 7.951, -1.345], [4.115, 1.578, 3.559], [2.793, 0.869, 3.236], [2.386, 0.146, 4.501], [1.032, -0.183, 4.510], [0.749, -1.603, 4.320], [1.608, 1.727, 2.923], [1.275, 1.252, 1.470], [0.962, 1.707, 3.727], [1.921, 2.712, 2.827], [4.821, 0.828, 3.891], [3.965, 2.334, 4.342], [4.549, 2.070, 2.681], [2.895, 0.172, 2.434], [2.596, 0.841, 5.315], [3.087, -0.683, 4.636], [-0.317, -1.782, 4.603], [1.472, -2.105, 4.975], [0.911, -1.886, 3.281], [8.850, -5.812, -4.633], [7.378, -5.457, -4.499], [7.316, -4.042, -3.840], [6.024, -3.471, -3.929], [5.170, -3.760, -2.818], [6.694, -5.291, -5.878], [5.711, -5.130, -5.748], [7.126, -4.553, -6.431], [6.850, -6.133, -6.447], [9.309, -5.726, -3.657], [9.280, -5.029, -5.241], [9.031, -6.826, -5.003], [6.841, -6.224, -3.951], [8.010, -3.380, -4.343], [7.583, -4.215, -2.803], [4.913, -4.814, -2.893], [4.230, -3.237, -2.951], [5.649, -3.536, -1.851], [4.076, 7.682, -5.272], [3.194, 6.585, -5.819], [2.593, 5.795, -4.673], [1.696, 4.821, -5.139], [1.147, 4.036, -4.085], [2.035, 7.235, -6.518], [2.247, 7.508, -7.478], [1.272, 6.581, -6.557], [1.892, 8.115, -5.973], [3.462, 8.170, -4.526], [4.387, 8.395, -6.031], [4.910, 7.246, -4.781], [3.621, 5.964, -6.619], [2.266, 6.560, -3.949], [3.459, 5.319, -4.139], [0.488, 4.663, -3.459], [1.915, 3.514, -3.473], [0.420, 3.310, -4.486], [3.415, -3.357, 1.786], [2.929, -3.218, 3.308], [4.818, -2.736, 1.988], [4.119, -4.809, 2.131], [3.748, -3.497, 0.168], [2.018, -4.091, 1.461], [2.763, -1.894, 1.411], [-4.249, 2.732, 0.719], [-4.044, 3.996, 0.083], [-3.337, 2.595, 1.800], [-5.750, 2.653, 1.247], [-6.579, 3.223, 0.401], [-6.076, 1.270, 1.268], [-6.045, 3.083, 2.446], [-3.930, 3.872, -1.315], [-3.709, 5.257, -1.780], [-3.702, 5.336, -2.896], [-4.460, 5.994, -1.498], [-2.684, 5.587, -1.468], [-4.801, 3.473, -1.832], [-3.067, 3.195, -1.468], [-4.000, 1.851, 0.164], [0.259, 0.174, 0.336], [0.733, -1.012, -0.217], [1.220, 1.128, 0.461], [-0.846, 0.810, -0.574], [-1.893, -0.087, -0.433], [-1.274, 2.002, -0.133], [-0.413, 0.873, -1.866], [0.085, -2.205, 0.109], [-0.084, -2.943, -1.203], [0.732, -2.805, -1.873], [-0.172, -4.002, -1.006], [-0.938, -2.580, -1.742], [-0.907, -2.070, 0.564], [0.761, -2.677, 0.847], [-0.213, -0.078, 1.311]],
  "forces_ev_per_angstrom": [[-0.949, 0.101, -0.639], [-0.006, 0.758, -0.183], [-0.872, -0.435, -1.253], [0.066, -0.396, 0.505], [0.759, -0.534, -0.235], [1.499, -1.914, 0.152], [-0.478, 0.568, 0.356], [-0.262, 0.092, -0.238], [-0.477, 1.196, 0.672], [-0.196, -0.429, 0.168], [0.483, -0.035, 0.399], [0.679, -0.138, -0.034], [0.256, -0.011, -0.522], [-0.082, 0.364, 0.382], [-0.085, 0.259, 0.401], [-0.044, 0.440, 0.276], [0.037, 0.035, -0.184], [-0.167, -0.030, 0.000], [0.071, 0.680, 0.476], [0.866, 0.508, -0.597], [-0.132, -0.711, -0.055], [-0.086, 0.069, 1.045], [0.257, -0.881, -1.357], [-0.436, -1.069, 1.074], [-0.324, 0.394, -0.212], [0.947, 0.676, -0.839], [-0.320, 0.056, 0.111], [-0.598, -0.221, -0.023], [0.298, 0.114, -0.303], [-0.089, -0.526, -0.014], [-0.109, -0.202, 0.287], [0.119, -0.401, 0.264], [0.005, 0.229, -0.090], [0.572, 0.869, 0.306], [-0.470, 0.356, 0.168], [-0.745, 0.101, -0.290], [1.287, 0.827, 0.378], [-1.791, -0.801, -0.004], [1.418, 0.324, 0.180], [-0.770, -0.719, 1.494], [0.997, 0.903, -2.985], [0.595, 0.550, -1.720], [0.069, 0.045, 0.469], [0.057, -0.938, 1.022], [0.245, -0.089, 0.175], [-0.587, 0.267, 0.145], [0.107, -0.082, 0.603], [-0.202, 0.100, -0.465], [-0.011, -0.171, -0.549], [-0.132, 0.166, -0.674], [-0.163, -0.193, -0.043], [-0.602, -0.606, 0.560], [-0.223, 0.220, 0.505], [-0.399, -0.196, 1.276], [0.892, 0.565, -0.385], [-3.563, -0.452, 0.383], [-0.060, -0.458, 0.331], [1.205, 1.899, -0.371], [-0.693, -0.708, 0.551], [0.759, -0.783, 0.299], [-0.260, 0.083, -0.813], [0.468, -0.244, -0.784], [-0.315, -0.350, -0.201], [-0.737, -0.050, 0.227], [0.071, 0.228, 0.319], [0.386, 0.499, 0.313], [1.443, -0.173, 0.267], [-0.140, 0.527, 0.116], [0.533, -0.074, 0.171], [0.184, -0.527, -0.049], [-0.046, 0.488, -0.150], [-0.164, -0.563, 0.081], [0.820, 0.719, -0.357], [-0.719, -1.312, 2.817], [1.544, -0.105, 0.363], [-0.614, 0.850, -2.124], [-0.541, -0.078, -0.193], [1.004, -0.921, -1.274], [-1.680, -1.363, 0.168], [-0.548, -0.433, 0.139], [-0.413, 1.130, -0.445], [-0.616, -0.263, 0.022], [0.171, -0.449, 0.205], [-0.010, 0.709, 0.142], [-0.728, 0.562, -0.150], [0.188, -0.680, 0.375], [-0.176, 0.281, 0.700], [0.606, -0.033, 0.698], [-0.331, 0.226, 0.341], [0.116, -0.406, -1.374], [-0.663, 0.469, -0.792], [-0.465, 0.568, 1.025], [1.094, -0.094, 0.133], [-1.026, -1.199, 0.130], [0.116, 1.086, 0.584], [0.640, 1.531, 0.198], [0.548, 0.917, 0.318], [0.318, -0.091, -0.666], [-0.224, -0.776, 0.014], [0.240, -0.097, 0.229], [0.118, -0.240, -0.104], [-0.083, -0.051, 0.093], [0.295, -0.509, -0.653], [-0.312, 0.033, 0.310], [-0.385, -0.403, 0.117], [0.902, 0.226, -0.053], [-0.582, -0.475, -0.285], [0.062, -0.099, 0.000], [-0.701, -0.160, -0.308], [0.505, 1.273, -0.044], [-1.352, -1.287, 0.071], [0.251, 0.483, -0.198], [0.264, -0.652, -0.161], [1.473, -1.355, 0.204], [-0.628, 0.360, -0.063], [-0.117, 0.453, 0.217], [-0.331, 0.003, 0.248], [0.079, -0.078, 0.292], [0.612, -0.136, -0.428], [0.047, 0.331, -0.130], [-0.383, 0.096, -0.079], [0.248, 0.163, -0.029], [0.359, 0.316, 0.246], [-0.053, -0.330, 0.543], [0.109, 0.422, 0.049], [-0.304, -0.024, -0.365], [-0.791, -0.161, -0.555], [-0.009, -0.694, -0.881], [1.911, -0.444, 0.513], [-0.043, 0.340, 0.283], [-1.190, -0.043, 0.353], [0.679, 1.536, 0.220], [0.152, 0.078, -0.018], [-0.960, -0.155, 0.286], [-0.881, -0.764, -0.644], [0.139, 0.574, 0.336], [0.181, 0.003, -0.009], [0.921, -0.181, 0.350], [0.307, -0.072, 0.646], [-0.962, -0.511, -0.022], [-0.559, 0.150, -0.407], [0.641, -0.018, 0.208], [-0.317, 0.436, -0.440], [0.768, 0.118, -0.298], [0.006, -2.072, -1.217], [0.477, 0.463, 0.103], [1.325, 1.657, 0.750], [-0.953, 0.516, -0.499], [0.159, -0.276, 0.162], [-0.592, -0.395, 0.058], [0.026, -0.066, 0.587], [0.571, 1.852, 1.856], [-0.897, -2.188, 1.336], [0.929, 2.063, -0.120], [0.547, -2.090, -0.484], [-0.251, 0.156, -0.649], [0.328, 1.120, -0.125], [0.645, 0.405, 0.501], [0.472, -0.210, -0.234], [1.816, 1.431, -1.947], [0.049, -0.372, 0.687], [-0.010, -0.323, 0.517], [-0.977, 0.036, -0.026], [-0.361, -0.361, 0.413], [-0.317, 0.369, -0.563], [-0.647, -0.264, -1.411], [-1.080, -0.141, -0.199], [0.276, 2.523, -0.677], [0.515, -0.198, -0.046], [0.401, -2.140, 1.243], [0.088, 1.158, -1.199], [0.283, -0.480, -0.844], [-0.998, 0.350, 0.962], [0.273, -1.033, 0.450], [-0.265, -0.539, 0.772], [1.010, 0.105, -0.186], [-0.221, -0.394, -0.125], [-0.692, 0.092, -0.149], [0.201, 0.289, -0.028], [-0.752, -0.227, -0.682], [0.040, 0.434, -0.273]]
}